This record from OMol25 describes the molecule C15H11ClO2 at a distorted geometry. The level of theory is ωB97M-V with the def2-TZVPD basis set.

Properties
Frontier orbital gap (eV): 9.239
Electronic energy (a.u.): -1188.8814
E_HOMO (eV): -8.81
SMILES string: C[C@@H]1C(=O)Oc2cc(-c3ccccc3)c(Cl)cc21
Lowest unoccupied orbital energy (eV): 0.43

Each line ends with the Mulliken charge.
Cartesian coordinates (Å):
C -1.564 -3.768 1.568  -1.344
C -2.257 -2.798 0.639  0.620
C -2.247 -3.155 -0.862  0.298
O -2.621 -4.248 -1.255  -0.577
O -1.686 -2.173 -1.650  -0.448
C -1.135 -1.253 -0.798  0.051
C -0.350 -0.146 -1.137  -1.115
C 0.256 0.578 -0.098  0.496
C 1.120 1.712 -0.430  -0.276
C 0.515 2.825 -1.054  -0.280
C 1.262 3.942 -1.435  -0.732
C 2.629 3.971 -1.125  -0.266
C 3.243 2.931 -0.411  -0.678
C 2.490 1.814 -0.096  -0.031
C -0.024 0.264 1.277  0.309
Cl 0.688 1.153 2.600  -0.209
C -0.925 -0.778 1.588  -0.788
C -1.426 -1.553 0.520  0.758
H -1.538 -3.405 2.599  0.357
H -2.029 -4.776 1.495  0.336
H -0.498 -3.827 1.289  0.374
H -3.304 -2.612 0.938  0.312
H -0.204 0.086 -2.182  0.502
H -0.545 2.766 -1.288  0.414
H 0.745 4.689 -1.999  0.385
H 3.238 4.796 -1.508  0.341
H 4.310 2.983 -0.193  0.368
H 3.009 0.976 0.378  0.394
H -1.155 -0.995 2.631  0.426

Atomic forces in eV per Å
0.355 -1.187 -0.334
0.452 1.513 -0.946
-0.910 -3.476 0.411
0.704 2.466 -0.218
-0.425 -0.684 -0.255
0.404 0.988 1.219
-0.408 -0.956 0.482
-0.349 -0.615 1.202
0.677 1.893 -0.184
0.557 -0.497 -0.004
0.485 -1.324 0.639
-0.083 0.391 -0.337
-0.605 0.490 -0.769
-0.298 -0.783 0.128
-0.725 -0.844 -1.094
-0.142 -0.098 -0.397
0.738 0.325 -1.149
0.027 1.326 1.828
-0.448 -0.066 -0.124
0.375 0.623 0.252
-0.404 -0.243 -0.077
0.397 -0.004 -0.142
0.289 0.179 0.027
0.100 0.079 0.032
0.148 0.605 -0.162
-0.203 -0.175 0.334
-0.339 -0.092 0.009
-0.377 0.159 -0.020
0.008 0.007 -0.352

This record from OMol25 describes a cluster of 11 separate species, C11H44N14O11 in total at a distorted geometry. The level of theory is ωB97M-V with the def2-TZVPD basis set.

Properties
Frontier orbital gap (eV): 8.954
Electronic energy (a.u.): -2039.8098
E_HOMO (eV): -8.89
SMILES string: NC(N)=O.NC(N)=O.NC(N)=O.NC(N)=O.NC(N)=O.NC(N)=O.NC(N)=O.CO.CO.CO.CO
Lowest unoccupied orbital energy (eV): 0.06

Each line ends with the Mulliken charge.
Cartesian coordinates (Å):
N 0.437 4.049 4.145  -0.490
C 0.669 2.941 3.532  0.715
N 0.905 2.063 4.389  -0.261
O 0.482 2.645 2.327  -0.736
H -0.037 4.713 3.550  0.310
H 0.656 4.282 5.103  0.148
H 0.928 2.344 5.359  0.137
H 1.109 1.110 4.122  0.103
N 1.677 0.974 -3.682  -0.154
C 0.754 1.786 -4.025  0.492
N -0.224 1.819 -3.170  -0.157
O 0.849 2.330 -5.077  -0.706
H 2.452 0.944 -4.329  0.207
H 1.598 0.188 -3.052  0.011
H -1.130 2.214 -3.378  0.142
H 0.006 1.394 -2.283  0.102
N -1.523 1.378 0.423  -0.220
C -0.746 0.420 -0.045  0.344
N 0.445 0.514 0.461  0.724
O -1.114 -0.336 -0.870  -0.746
H -1.047 2.057 1.000  0.092
H -2.492 1.225 0.182  0.176
H 1.146 -0.131 0.125  -0.395
H 0.738 1.037 1.274  -0.070
N -4.184 -2.484 -3.681  -0.396
C -3.009 -1.906 -3.406  0.704
N -2.816 -1.855 -2.173  -0.310
O -2.278 -1.475 -4.254  -0.676
H -4.785 -2.885 -2.975  0.118
H -4.454 -2.593 -4.648  0.226
H -2.157 -1.255 -1.696  0.496
H -3.499 -2.315 -1.588  0.211
N 2.217 -3.595 1.210  -0.128
C 1.043 -4.152 1.383  0.569
N 0.028 -3.391 1.056  -0.116
O 0.928 -5.340 1.714  -0.728
H 2.316 -2.720 0.714  -0.003
H 3.074 -4.115 1.337  0.199
H -0.898 -3.564 1.419  0.203
H 0.271 -2.664 0.398  -0.005
N 5.703 -1.004 -0.129  -0.441
C 4.490 -1.261 -0.511  0.616
N 4.363 -2.043 -1.567  -0.336
O 3.523 -1.122 0.188  -0.636
H 5.838 -0.383 0.656  0.264
H 6.540 -1.223 -0.651  0.153
H 3.397 -2.312 -1.691  0.075
H 5.178 -2.396 -2.047  0.143
N -4.665 0.807 -1.441  -0.252
C -5.900 0.918 -1.528  0.540
N -6.459 -0.252 -1.313  -0.365
O -6.464 1.978 -1.716  -0.689
H -4.294 1.709 -1.704  0.220
H -4.318 -0.081 -1.774  0.135
H -7.461 -0.125 -1.320  0.214
H -6.034 -1.165 -1.238  0.164
C 1.203 -1.231 3.506  -0.552
O 1.429 -0.597 4.765  -0.629
H 0.264 -0.841 3.112  0.236
H 1.955 -0.996 2.753  0.306
H 1.155 -2.295 3.742  0.319
H 2.164 -1.046 5.188  0.302
C 3.269 2.539 0.255  -0.473
O 4.221 3.583 0.274  -0.571
H 3.117 1.914 1.135  0.137
H 2.333 3.021 -0.027  0.325
H 3.363 1.984 -0.678  0.240
H 4.055 4.033 1.105  0.303
C 1.556 -2.694 -3.526  -0.809
O 1.005 -1.861 -2.550  0.006
H 2.470 -3.082 -3.076  0.306
H 0.871 -3.515 -3.738  0.286
H 1.775 -2.087 -4.404  0.292
H 0.106 -1.657 -2.817  0.035
C -2.748 2.907 3.441  -0.055
O -3.548 2.169 4.353  -0.538
H -2.062 3.597 3.932  0.200
H -2.138 2.240 2.832  -0.224
H -3.300 3.495 2.706  0.316
H -4.287 2.724 4.613  0.307

Atomic forces in eV per Å
-1.319 6.118 -0.706
-1.530 -1.180 -3.665
2.173 -5.351 3.811
0.295 1.277 0.223
0.287 0.553 0.534
-0.118 -0.190 -0.498
0.108 -0.840 -0.188
0.142 0.088 0.607
5.621 -3.942 1.669
-1.199 0.422 -1.474
-2.870 0.572 2.612
-0.624 2.725 -3.170
-0.160 -0.077 0.196
-0.247 0.133 0.034
0.438 -0.087 0.157
-0.912 0.209 -0.057
-1.666 0.864 0.291
-0.027 3.012 2.267
4.672 -1.668 0.439
-0.846 -3.755 -3.377
-0.941 0.383 0.229
-0.071 0.949 0.508
0.054 -0.034 -0.124
-0.609 0.507 -0.041
-2.644 -1.312 -1.752
-1.034 -0.243 -4.176
0.631 -0.049 7.459
1.573 0.847 -1.708
0.213 0.089 -0.386
0.107 -0.041 0.292
0.453 0.095 -0.096
0.431 0.126 0.191
3.052 1.516 -0.495
0.023 -4.419 0.415
-1.970 2.138 -0.661
-0.112 0.561 0.764
0.206 0.160 0.281
-0.506 -0.176 -0.083
0.321 -0.027 -0.554
-0.994 0.325 0.220
3.831 1.863 1.329
-0.591 -2.530 0.096
0.027 -0.571 -2.167
-2.672 1.974 1.983
-0.136 -0.170 -0.138
-0.420 0.122 -0.103
0.478 -0.354 -0.544
-0.702 -0.122 -0.283
8.057 0.765 0.005
-4.490 1.031 0.043
-4.344 -1.928 0.174
-1.228 0.576 0.020
1.229 -0.440 -0.303
1.061 0.513 -0.019
-0.061 -1.015 0.017
-0.126 0.605 0.043
-0.243 -0.253 0.351
0.253 0.288 0.068
-0.170 -0.288 0.172
0.358 -0.173 0.129
-0.198 -0.104 -0.828
0.051 0.061 0.044
-1.576 0.656 -1.971
0.637 -0.458 0.821
0.517 0.068 0.041
-0.699 -0.040 0.767
0.904 -0.618 0.342
0.223 0.354 -0.040
0.155 -0.078 -0.014
-0.327 0.584 0.998
0.009 -0.286 -0.523
0.198 -0.108 -0.313
0.161 -0.402 -0.357
-0.386 0.243 0.081
0.347 0.125 -0.441
0.157 0.172 -0.347
-0.057 -0.021 0.306
-0.102 -0.321 0.410
-0.492 0.017 0.103
-0.033 -0.018 0.057

This record from OMol25 describes a cluster of 5 separate species, C5H20O5 in total at a distorted geometry. The level of theory is ωB97M-V with the def2-TZVPD basis set.

Properties
Frontier orbital gap (eV): 10.068
Electronic energy (a.u.): -578.6083
E_HOMO (eV): -9.70
SMILES string: CO.CO.CO.CO.CO
Lowest unoccupied orbital energy (eV): 0.37

Each line ends with the Mulliken charge.
Cartesian coordinates (Å):
C 9.988 -23.707 2.001  -0.613
O 8.662 -23.362 1.607  -0.630
H 10.667 -23.580 1.157  0.244
H 10.282 -23.024 2.799  0.303
H 10.032 -24.714 2.423  0.263
H 8.431 -23.810 0.760  0.338
C 11.299 -26.356 -1.182  -0.427
O 12.317 -27.260 -0.770  -0.552
H 11.406 -25.434 -0.605  0.171
H 11.488 -26.127 -2.229  0.247
H 10.288 -26.745 -1.068  0.262
H 11.971 -27.883 -0.128  0.305
C 6.405 -25.683 2.389  -0.371
O 7.474 -25.479 3.281  -0.527
H 6.663 -25.548 1.332  0.008
H 6.014 -26.699 2.494  0.291
H 5.546 -25.037 2.624  0.258
H 7.729 -24.550 3.185  0.325
C 8.886 -23.784 -1.911  -0.658
O 8.218 -24.517 -0.861  -0.502
H 9.277 -24.489 -2.655  0.259
H 8.138 -23.178 -2.420  0.321
H 9.745 -23.240 -1.536  0.275
H 7.351 -24.739 -1.210  0.254
C 7.614 -19.839 2.126  -0.564
O 8.263 -20.639 1.166  -0.488
H 6.538 -20.030 2.081  0.246
H 7.964 -20.034 3.143  0.243
H 7.801 -18.795 1.894  0.233
H 8.327 -21.577 1.442  0.485

Atomic forces in eV per Å
-0.146 0.181 0.049
-0.257 -0.184 -0.105
0.167 -0.167 0.118
-0.005 0.100 -0.126
0.022 -0.096 -0.272
0.223 0.167 0.480
0.486 0.161 0.177
-0.038 -0.233 -0.134
-0.252 0.075 -0.039
-0.115 0.011 -0.054
-0.015 -0.070 0.015
-0.084 0.074 0.048
-0.865 -0.113 -0.030
0.011 0.089 -0.055
0.197 0.092 0.099
0.361 -0.038 0.127
0.196 0.095 -0.101
0.087 -0.167 -0.103
-0.382 -0.958 -0.555
0.401 0.269 -0.211
-0.039 -0.008 0.101
0.381 0.511 0.090
-0.303 0.297 0.343
-0.050 -0.119 0.200
-0.264 -0.487 -0.034
0.459 -0.216 -0.226
-0.103 0.212 0.207
0.034 0.007 0.056
0.022 0.059 -0.073
-0.129 0.456 0.008

This record from OMol25 describes a structure of composition C2H9NO at a distorted geometry. The level of theory is ωB97M-V with the def2-TZVPD basis set.

Properties
Frontier orbital gap (eV): 6.509
Electronic energy (a.u.): -211.3735
E_HOMO (eV): -8.57
Lowest unoccupied orbital energy (eV): -2.06

Each line ends with the Mulliken charge.
Cartesian coordinates (Å):
N 2.076 0.019 -0.196  -0.629
H 2.579 -0.398 0.610  0.218
H 1.142 3.455 -0.430  -0.148
H 1.198 -0.511 -0.255  0.221
H 2.565 -0.146 -1.070  0.214
C -1.182 -0.302 -0.317  -0.441
O -0.692 -1.457 0.273  -0.683
C -1.030 0.883 0.490  -0.164
H -1.019 -0.176 -1.432  0.335
H -2.332 -0.445 -0.390  0.393
H -1.502 1.800 0.077  0.281
H -0.290 0.965 1.380  0.261
H 1.938 3.491 -0.344  0.142

Atomic forces in eV per Å
-0.380 -0.324 0.696
-0.238 0.329 -1.074
1.819 0.115 0.189
0.383 -0.093 0.139
0.212 -0.077 0.355
1.286 -2.932 3.107
-1.027 2.163 -2.089
0.851 0.946 -1.328
-0.038 0.425 0.601
0.514 0.500 0.351
0.197 -0.482 0.735
-1.747 -0.467 -1.492
-1.833 -0.103 -0.191

This record from OMol25 describes the molecule C2H3NO4S at a distorted geometry. The level of theory is ωB97M-V with the def2-TZVPD basis set.

Properties
Frontier orbital gap (eV): 9.758
Electronic energy (a.u.): -831.7857
E_HOMO (eV): -10.10
SMILES string: NOC(=O)C=S(=O)=O
Lowest unoccupied orbital energy (eV): -0.34

Each line ends with the Mulliken charge.
Cartesian coordinates (Å):
N 1.430 2.006 0.779  -0.457
O 1.277 0.870 -0.062  -0.163
C -0.008 0.356 -0.006  0.734
O -0.969 0.839 0.544  -0.525
C 0.021 -1.089 -0.472  -0.441
S -1.389 -1.886 -0.367  0.964
O -1.465 -3.308 -0.651  -0.521
O -2.604 -1.272 0.044  -0.446
H 0.625 2.622 0.636  0.249
H 2.256 2.541 0.507  0.266
H 0.826 -1.680 -0.950  0.339

Atomic forces in eV per Å
-0.495 0.796 0.875
-1.154 -0.175 -0.501
0.638 -1.154 1.185
1.389 0.477 -0.890
-0.654 0.104 -0.500
-0.516 -1.664 -0.194
1.027 1.468 -0.011
0.359 0.531 0.064
0.059 -0.341 -0.057
-0.136 -0.761 -0.572
-0.515 0.718 0.602

This record from OMol25 describes the molecule C13H32N2O6P2 at a distorted geometry. The level of theory is ωB97M-V with the def2-TZVPD basis set.

Properties
Frontier orbital gap (eV): 9.296
Electronic energy (a.u.): -1758.3881
E_HOMO (eV): -8.41
SMILES string: CCOP(=O)(CN(CC)CCNP(=O)(OCC)OCC)OCC
Lowest unoccupied orbital energy (eV): 0.88

Each line ends with the Mulliken charge.
Cartesian coordinates (Å):
C -4.302 -0.782 1.686  -1.374
C -3.598 0.517 1.323  -0.147
O -2.823 0.349 0.146  -0.192
P -1.244 0.735 0.123  1.302
O -0.713 0.881 1.489  -0.958
C -0.637 -0.467 -1.155  -0.873
N -0.864 -1.855 -0.895  0.281
C -2.195 -2.346 -1.223  -0.105
C -2.114 -3.762 -1.789  -1.374
C -0.434 -2.253 0.430  -0.404
C 1.078 -2.143 0.646  -1.251
N 1.567 -0.834 1.025  0.055
P 2.481 0.054 -0.026  0.293
O 2.908 -0.636 -1.249  -0.738
O 1.666 1.427 -0.209  -0.277
C 2.254 2.407 -1.061  -0.427
C 1.803 2.224 -2.500  -1.111
O 3.732 0.615 0.829  -0.370
C 4.921 -0.156 0.835  -0.357
C 4.794 -1.382 1.723  -0.919
O -1.186 2.101 -0.733  -0.408
C -0.958 3.330 -0.061  -0.277
C -2.243 3.910 0.508  -1.262
H -4.905 -1.126 0.850  0.307
H -4.947 -0.618 2.545  0.428
H -3.573 -1.550 1.934  0.254
H -2.944 0.833 2.143  0.364
H -4.337 1.303 1.130  0.332
H 0.431 -0.293 -1.284  0.168
H -1.135 -0.171 -2.079  0.651
H -2.861 -2.331 -0.350  -0.009
H -2.628 -1.690 -1.978  0.404
H -1.441 -3.778 -2.641  0.329
H -1.742 -4.463 -1.047  0.307
H -3.100 -4.090 -2.110  0.451
H -0.948 -1.665 1.210  0.127
H -0.710 -3.302 0.558  0.631
H 1.351 -2.845 1.445  0.428
H 1.598 -2.437 -0.270  0.442
H 0.937 -0.282 1.592  0.425
H 3.344 2.340 -0.993  0.422
H 1.935 3.377 -0.668  0.347
H 0.718 2.259 -2.554  0.138
H 2.223 3.010 -3.122  0.453
H 2.143 1.258 -2.864  0.334
H 5.705 0.515 1.201  0.330
H 5.151 -0.464 -0.190  0.313
H 5.744 -1.907 1.770  0.412
H 4.494 -1.088 2.725  0.260
H 4.036 -2.043 1.311  0.169
H -0.232 3.164 0.741  0.320
H -0.532 4.002 -0.812  0.387
H -2.053 4.901 0.913  0.442
H -2.999 3.980 -0.270  0.293
H -2.615 3.268 1.304  0.234

Atomic forces in eV per Å
0.231 0.301 -0.215
-0.385 0.050 0.662
0.967 -0.105 -0.397
-1.312 0.419 -1.123
0.272 -0.210 0.210
0.098 0.567 0.406
-0.168 -0.109 0.101
-0.038 -0.380 -0.172
-0.087 0.290 0.099
0.336 -0.177 0.000
-0.083 -0.625 0.134
0.269 0.714 -0.770
0.532 0.696 1.142
-0.194 -0.170 -0.052
0.183 -0.942 0.327
0.247 0.506 -0.510
0.004 -0.074 0.334
-0.884 0.169 -0.409
0.660 -0.360 0.031
-0.052 0.291 -0.152
-0.064 -0.896 0.076
0.082 0.641 0.325
0.231 -0.242 -0.212
-0.087 -0.076 -0.045
-0.081 -0.010 0.095
0.042 -0.096 0.038
-0.165 0.011 -0.105
0.121 -0.041 0.011
-0.228 0.121 -0.212
0.026 0.087 0.005
-0.025 0.094 -0.069
-0.034 0.039 0.074
0.062 -0.027 -0.103
0.034 -0.130 0.068
-0.113 -0.122 -0.016
-0.048 -0.176 0.081
0.011 0.070 0.075
-0.026 -0.013 -0.165
-0.076 -0.150 0.086
-0.100 0.129 0.219
-0.096 0.123 0.059
0.105 -0.123 -0.010
-0.112 0.049 -0.066
0.026 0.082 -0.081
0.033 -0.065 -0.097
-0.082 -0.109 -0.090
0.078 0.121 0.112
0.075 -0.086 0.002
-0.024 -0.032 0.119
0.000 -0.192 0.058
0.017 0.098 -0.130
-0.002 -0.075 0.102
-0.011 0.090 0.072
-0.088 0.050 -0.045
-0.077 0.005 0.121

What energy relative to the best compared isomer or geometry (same formula, charge and spin) values result from the calculations? In sequence: 0.000, 5.185, 1.591, 5.756, 2.418, 0.075 eV.